[1]
18 unconnected molecules or ions with the total composition C30H37BCl51N3O6 in a non-equilibrium geometry. Source: OMol25; level of theory: ωB97M-V with the def2-TZVPD basis set.

Geometry (Å):
C (-1.41526, 4.13815, -0.34644)
C (-1.18614, 3.83623, -1.82269)
C (-0.00250, 2.90662, -2.19564)
C (0.98118, 2.77367, -1.04806)
C (-0.38282, 1.55472, -2.81689)
C (-1.41107, 1.79860, -3.83401)
N (-2.26042, 2.11891, -4.52539)
C (0.82963, 1.01386, -3.58540)
O (0.87729, 1.78236, -4.77990)
O (2.23592, 1.74424, -5.28118)
C (-0.90917, 0.43859, -1.85807)
C (-1.56838, -0.54723, -2.70738)
N (-2.00677, -1.31409, -3.43157)
C (-1.95345, 0.95628, -0.85494)
C (-2.93428, -0.10197, -0.43234)
O (-2.62867, -1.05921, 0.19980)
O (-4.27066, 0.16310, -0.78327)
C (-4.80949, -0.79612, -1.65211)
C (-5.21619, -0.37941, -3.02101)
O (-4.90020, -1.93086, -1.30005)
B (0.25831, -0.44897, -1.19051)
N (0.69985, -0.28533, 0.19299)
O (0.82639, -1.41964, -1.97156)
H (-2.39447, 4.57144, -0.25002)
H (-1.41169, 3.26837, 0.27869)
H (-0.71311, 4.85017, 0.03539)
H (-0.99557, 4.78903, -2.27935)
H (-2.12090, 3.49340, -2.22515)
H (0.52613, 3.43571, -2.96592)
H (0.61428, 2.19893, -0.22017)
H (1.87308, 2.27581, -1.39123)
H (1.30828, 3.74847, -0.75155)
H (0.68203, -0.00726, -3.88059)
H (1.74488, 1.15869, -3.03537)
H (2.62294, 2.55904, -4.94719)
H (-2.53552, 1.73840, -1.29366)
H (-1.49907, 1.26391, 0.06549)
H (-6.26292, -0.54025, -3.15473)
H (-4.99889, 0.65281, -3.22970)
H (-4.68276, -1.00874, -3.69567)
H (0.30098, -1.03813, 0.73490)
H (1.70148, -0.43486, 0.22085)
H (1.77743, -1.40863, -1.84874)
C (5.49822, 1.36447, -3.16520)
Cl (4.04716, 0.74720, -2.34681)
Cl (5.43237, 1.06675, -4.89362)
Cl (5.68991, 3.07905, -2.82331)
H (6.35270, 0.83585, -2.76662)
C (1.21234, 2.93752, -8.62544)
Cl (2.33541, 4.14912, -8.00473)
Cl (0.11308, 3.64977, -9.80631)
Cl (2.08900, 1.57818, -9.32857)
H (0.62790, 2.56749, -7.79483)
C (-7.70369, 1.46098, 0.08328)
Cl (-9.07726, 1.18863, 1.15407)
Cl (-7.94818, 0.66438, -1.46880)
Cl (-7.48256, 3.18419, -0.23181)
H (-6.81748, 1.06412, 0.55764)
C (-0.39654, -2.82183, 3.32196)
Cl (-0.24980, -1.06684, 3.22435)
Cl (0.20723, -3.54457, 1.83254)
Cl (0.45377, -3.48488, 4.72198)
H (-1.44373, -3.06702, 3.42058)
C (3.14945, -5.34114, -0.29461)
Cl (2.36749, -6.18506, 1.03961)
Cl (2.02545, -4.22914, -1.07969)
Cl (4.58624, -4.48212, 0.26321)
H (3.45782, -6.07592, -1.02267)
C (-5.99128, 6.10655, 2.22722)
Cl (-5.89723, 7.52540, 1.18453)
Cl (-5.03440, 4.78206, 1.56078)
Cl (-5.49519, 6.50110, 3.86554)
H (-7.02140, 5.78341, 2.25994)
C (0.87201, -0.22736, 6.87094)
Cl (0.11993, -1.02479, 8.25134)
Cl (-0.26910, 0.83417, 6.05091)
Cl (2.30365, 0.67422, 7.36706)
H (1.18030, -0.99131, 6.17186)
C (4.63779, -3.32919, 7.24748)
Cl (4.45400, -2.39760, 8.72868)
Cl (3.24632, -3.11120, 6.17956)
Cl (6.13196, -2.90170, 6.41726)
H (4.68916, -4.37409, 7.51622)
C (5.64321, 4.01421, 1.03293)
Cl (4.25313, 3.07946, 0.48136)
Cl (7.13446, 3.09529, 0.82817)
Cl (5.74035, 5.55210, 0.17789)
H (5.51564, 4.22079, 2.08465)
C (9.30132, 0.95636, -5.69786)
Cl (9.19519, 2.50194, -4.85476)
Cl (10.97087, 0.59294, -6.12269)
Cl (8.60879, -0.34087, -4.72255)
H (8.72920, 1.02997, -6.61063)
C (5.18919, -4.06452, 12.13977)
Cl (4.13635, -5.05449, 11.13072)
Cl (5.49586, -4.85478, 13.68469)
Cl (6.71080, -3.71595, 11.31546)
H (4.68806, -3.12779, 12.33289)
C (-5.88314, -4.79268, 0.23005)
Cl (-4.82319, -5.86355, 1.15138)
Cl (-6.56225, -5.63879, -1.16182)
Cl (-7.17129, -4.15961, 1.25849)
H (-5.29454, -3.96082, -0.12904)
C (9.62222, -6.16947, 11.96042)
Cl (9.35752, -7.48765, 10.81974)
Cl (9.91517, -6.79053, 13.58398)
Cl (10.95032, -5.13669, 11.43128)
H (8.72687, -5.56925, 11.98822)
C (-10.24565, -4.74393, 4.21773)
Cl (-9.32620, -4.84773, 5.72004)
Cl (-9.76301, -3.33199, 3.27751)
Cl (-10.05793, -6.21197, 3.26634)
H (-11.28926, -4.63095, 4.46988)
C (-2.42823, 2.43370, -12.23088)
Cl (-3.75761, 1.84271, -11.23750)
Cl (-2.71354, 2.08727, -13.93593)
Cl (-2.17498, 4.15956, -11.97534)
H (-1.52793, 1.91865, -11.92806)
C (8.63431, 6.93213, -2.34053)
Cl (8.60332, 5.36233, -3.14546)
Cl (8.67743, 6.72043, -0.59257)
Cl (9.99763, 7.90036, -2.89704)
H (7.72489, 7.45516, -2.59557)
C (-12.32116, -5.29494, -0.30282)
Cl (-12.66807, -6.45435, -1.58569)
Cl (-12.92232, -5.88515, 1.24973)
Cl (-10.59579, -4.94849, -0.21955)
H (-12.83853, -4.37620, -0.53328)

Computed properties:
**HOMO-LUMO gap**: 10.442 eV
**Total charge**: 0

[2]
2 unconnected molecules or ions with the total composition C30H37N3O6 in a non-equilibrium geometry. Source: OMol25; level of theory: ωB97M-V with the def2-TZVPD basis set.

Geometry (Å):
C (0.46853, 1.63435, -5.59031)
C (-0.79296, 1.96408, -4.82915)
O (-0.50292, 1.99028, -3.39572)
C (-1.62358, 2.00385, -2.55031)
C (-2.15774, 3.29625, -2.24884)
C (-3.53289, 3.33160, -2.10964)
N (-4.70011, 3.46383, -1.98512)
O (-2.07340, 0.95382, -2.09028)
H (0.22928, 1.57393, -6.65294)
H (1.22732, 2.40811, -5.45856)
H (0.87905, 0.66845, -5.28856)
H (-1.17399, 2.94770, -5.12608)
H (-1.55652, 1.20165, -5.02175)
H (-1.62753, 4.18123, -2.60374)
C (3.91090, -4.71057, 2.91258)
O (2.93478, -5.52139, 2.22961)
C (1.71891, -4.98549, 1.94481)
C (1.29197, -3.68744, 2.24296)
C (0.21738, -3.13025, 1.55053)
C (-0.08663, -1.65599, 1.64924)
C (0.46377, -0.86432, 0.45086)
C (1.98698, -0.96238, 0.28759)
O (2.63803, -1.95674, -0.02607)
N (2.49415, 0.28562, 0.50466)
C (3.91395, 0.54589, 0.52753)
C (1.51338, 1.34754, 0.69120)
C (1.69572, 1.95941, 2.09398)
C (1.66659, 2.42369, -0.39083)
N (0.26754, 0.58273, 0.55941)
C (-0.95298, 1.11986, 0.57261)
C (-1.18529, 2.48034, 0.72660)
C (-2.40025, 3.05917, 0.40337)
C (-2.75161, 4.40663, 0.78914)
C (-4.11404, 4.77361, 0.88245)
C (-4.48543, 6.03824, 1.32385)
C (-3.50011, 6.98070, 1.65274)
C (-2.14588, 6.64094, 1.55067)
C (-1.76524, 5.37213, 1.11031)
C (-0.56716, -3.93637, 0.72805)
C (-0.23553, -5.27786, 0.50393)
O (-0.85771, -6.13525, -0.34684)
C (-2.11994, -5.75777, -0.93333)
C (0.88212, -5.82342, 1.17228)
O (1.24962, -7.11886, 0.93889)
C (2.07908, -7.39357, -0.23932)
H (4.76904, -5.36958, 3.05093)
H (4.18355, -3.84219, 2.29613)
H (3.53873, -4.37268, 3.89059)
H (1.87288, -3.07701, 2.93965)
H (-1.17700, -1.49288, 1.68708)
H (0.36852, -1.24096, 2.56245)
H (-0.02062, -1.24083, -0.46622)
H (4.45161, -0.39873, 0.42248)
H (4.19886, 1.21887, -0.29008)
H (4.17900, 1.02456, 1.47736)
H (1.78016, 1.15814, 2.84121)
H (2.61627, 2.55729, 2.10303)
H (0.85701, 2.60093, 2.36621)
H (1.59579, 1.96774, -1.38673)
H (0.88744, 3.18324, -0.31633)
H (2.64022, 2.91446, -0.26460)
H (-1.78443, 0.41820, 0.46164)
H (-0.37882, 3.12492, 1.07192)
H (-3.19519, 2.38930, 0.06039)
H (-4.86202, 4.02212, 0.62889)
H (-5.54410, 6.27588, 1.42482)
H (-3.79297, 7.98190, 1.98961)
H (-1.37461, 7.35682, 1.84256)
H (-0.70600, 5.10917, 1.04823)
H (-1.43264, -3.49513, 0.22738)
H (-2.44976, -6.64929, -1.46691)
H (-2.86204, -5.48538, -0.16904)
H (-1.98892, -4.92057, -1.63237)
H (2.24287, -8.47034, -0.19617)
H (1.53794, -7.11778, -1.15449)
H (3.02958, -6.84814, -0.16206)

Computed properties:
**HOMO-LUMO gap**: 6.071 eV
**ΔE to the lowest compared entry with this formula, charge and spin**: 0.0 kcal/mol
**Total charge**: 0

[3]
A molecular structure, C30H37N4PS4Sr. Source: OMol25; level of theory: ωB97M-V with the def2-TZVPD basis set.

Geometry (Å):
Sr (-1.31403, -0.31639, 1.19772)
C (-2.11483, 3.38171, 0.48936)
C (-1.09441, 3.82379, -0.34151)
C (0.23005, 3.70900, 0.06342)
C (0.53224, 3.15498, 1.29947)
C (-0.48980, 2.72485, 2.13928)
C (-1.81318, 2.83824, 1.73414)
H (-3.14807, 3.45772, 0.17357)
H (-1.33003, 4.25599, -1.30652)
H (1.02659, 4.05465, -0.58512)
H (1.56227, 3.05044, 1.61597)
H (-0.24597, 2.28914, 3.10098)
H (-2.61230, 2.47815, 2.37319)
S (1.56077, -0.02880, 1.54995)
C (1.95631, -1.75397, 1.43220)
C (3.02518, -2.23029, 2.20618)
C (3.45510, -3.54333, 2.14498)
C (2.81223, -4.43310, 1.29284)
C (1.75630, -3.98878, 0.51685)
C (1.30771, -2.66174, 0.55882)
S (0.00973, -2.20138, -0.57108)
H (3.52758, -1.52775, 2.86095)
H (4.28482, -3.87057, 2.75912)
H (3.13145, -5.46597, 1.23227)
H (1.25130, -4.67432, -0.15220)
C (-1.43691, 0.77173, -2.07159)
C (-2.89698, 0.85254, -1.72146)
C (-3.81153, 1.29257, -2.70294)
C (-5.12892, 1.37842, -2.37820)
C (-5.56447, 1.03253, -1.08121)
C (-6.92398, 1.12966, -0.71444)
C (-7.29279, 0.78346, 0.55245)
C (-6.33867, 0.33654, 1.47947)
C (-4.99382, 0.22044, 1.18001)
S (-3.89563, -0.34803, 2.41283)
C (-4.59047, 0.58484, -0.15070)
N (-3.26974, 0.50600, -0.51038)
H (-1.20757, 1.43882, -2.90341)
H (-1.15730, -0.24534, -2.35839)
H (-0.80206, 1.06613, -1.23197)
H (-3.45181, 1.55611, -3.68870)
H (-5.86240, 1.71505, -3.10201)
H (-7.64667, 1.47505, -1.44309)
H (-8.33029, 0.84950, 0.85604)
H (-6.65658, 0.06648, 2.47790)
C (-2.10364, -1.44567, 5.26918)
S (-0.85293, -0.60594, 4.28582)
C (0.59232, -1.59391, 4.69604)
H (-2.15869, -2.49842, 4.99654)
H (-3.06106, -0.97487, 5.05267)
H (-1.87948, -1.34640, 6.33042)
H (0.78571, -1.54905, 5.76717)
H (1.43195, -1.17103, 4.15042)
H (0.45716, -2.62919, 4.38404)
C (2.32730, -1.20504, -2.94367)
N (2.42997, -0.50428, -1.62059)
C (3.73175, -0.91350, -0.95359)
N (4.85077, -0.62937, -1.80209)
C (4.68758, -1.30351, -3.08477)
N (3.46002, -0.92105, -3.77909)
C (3.49485, 0.48147, -4.20445)
P (3.67646, 1.70222, -2.80706)
C (2.33228, 0.97750, -1.75968)
C (5.07288, 0.80989, -1.96167)
H (1.39784, -0.88807, -3.41623)
H (2.26167, -2.27032, -2.72351)
H (1.60724, -0.82687, -1.04238)
H (3.64928, -1.98330, -0.76213)
H (3.78133, -0.37369, -0.01040)
H (4.66159, -2.37974, -2.90486)
H (5.54075, -1.07383, -3.72309)
H (2.57804, 0.70956, -4.75382)
H (4.32174, 0.61249, -4.90550)
H (1.36049, 1.19857, -2.20671)
H (2.33862, 1.38715, -0.74827)
H (5.22464, 1.25613, -0.97618)
H (5.99315, 0.96732, -2.52762)

Computed properties:
**HOMO-LUMO gap**: 7.095 eV
**ΔE to the lowest compared entry with this formula, charge and spin**: 0.0 kcal/mol
**Total charge**: 0

The records above yield E_LUMO values of -0.15, -1.18, 0.29 eV, respectively.